The following is a DFT calculation (ωB97M-V with the def2-TZVPD basis set) of a molecular structure, C18H12AsCl2NO8RhS2.

## Properties
- E_LUMO (eV) = 2.03
- highest occupied orbital energy (eV) = -5.41

Structure (ORCA input):
```
! RIJCOSX wB97M-V def2-TZVPD def2/J DEFGRID3
* xyz -1 1
Rh 0.08 -0.34 0.12
Cl 0.97 -2.62 0.61
C 0.74 -2.73 2.35
C 1.41 -3.76 2.98
C 1.26 -3.92 4.35
C 0.45 -3.04 5.05
C -0.19 -2.01 4.38
Cl -1.20 -0.95 5.32
C -0.06 -1.80 3.00
S -0.88 -0.47 2.24
H 2.04 -4.42 2.40
H 1.78 -4.72 4.86
H 0.31 -3.14 6.12
O -2.83 2.07 -1.08
C -2.05 1.18 -0.78
O -0.90 1.34 -0.21
C -2.42 -0.25 -1.08
C -3.60 -0.57 -1.73
C -3.89 -1.90 -2.00
C -2.97 -2.86 -1.61
C -1.81 -2.48 -0.97
N -1.55 -1.20 -0.71
H -4.26 0.25 -2.00
H -4.80 -2.17 -2.50
H -3.14 -3.91 -1.81
H -1.07 -3.20 -0.65
O 1.58 2.28 -2.06
As 2.04 0.63 -2.41
O 2.28 0.44 -4.00
O 0.85 -0.40 -1.78
C 3.74 0.30 -1.51
C 4.76 0.00 -2.41
C 6.04 -0.32 -1.97
C 6.31 -0.35 -0.61
C 5.31 -0.05 0.30
C 4.03 0.27 -0.15
S 2.87 0.61 1.17
O 3.52 1.53 2.07
O 2.56 -0.67 1.77
O 1.63 1.13 0.49
H 1.34 2.33 -1.13
H 4.52 0.02 -3.47
H 6.81 -0.55 -2.69
H 7.30 -0.60 -0.26
H 5.51 -0.04 1.36
*
```

Atomic partial charges in e from the Löwdin method, atoms 1 to 2: number 1, Rh, carries 0.849; number 2, Cl, carries 0.825



The following is a DFT calculation (ωB97M-V with the def2-TZVPD basis set) of a gas-phase ion, ClHNO2S2 (charge -1) in a non-equilibrium geometry.

## Properties
- E_LUMO (alpha / beta) (eV) = 3.64 / 1.94
- highest occupied orbital energy (alpha / beta) (eV) = -1.78 / -4.80

Structure (ORCA input):
```
! RIJCOSX wB97M-V def2-TZVPD def2/J DEFGRID3
* xyz -1 3
N -1.47 -0.25 0.67
O 2.16 0.63 -0.61
O 0.57 2.11 0.63
S -0.08 -0.69 0.21
S 0.79 1.26 -0.57
Cl 0.15 -2.08 -1.47
H -2.11 -0.98 1.14
*
```

Atomic partial charges in e from the Löwdin method, atoms 1 to 2: number 1, N, carries -0.480; number 2, O, carries -0.611



The following is a DFT calculation (ωB97M-V with the def2-TZVPD basis set) of a molecular structure, C15H32As2N2O5Pb in a non-equilibrium geometry.

## Properties
- E_LUMO (eV) = 0.03
- highest occupied orbital energy (eV) = -6.03

Structure (ORCA input):
```
! RIJCOSX wB97M-V def2-TZVPD def2/J DEFGRID3
* xyz 0 1
O -0.51 2.68 -2.59
H -1.03 2.91 -3.32
Pb 0.68 0.95 -1.16
N 2.29 1.57 1.05
N 0.69 3.29 -0.39
O 2.42 0.67 2.10
O 0.09 4.25 -1.04
C 2.07 2.80 1.52
C 1.32 3.73 0.70
C 2.54 3.21 2.89
C 1.12 5.16 1.05
H 3.11 2.40 3.36
H 1.70 3.45 3.56
H 3.19 4.09 2.84
H 0.06 5.35 1.22
H 1.45 5.79 0.22
H 1.68 5.43 1.95
H 3.20 0.10 1.84
H -0.28 3.43 -2.06
O -1.21 1.01 1.10
H -0.86 0.73 1.97
H -1.69 1.83 1.28
C 1.78 1.48 -2.78
H 1.75 0.48 -3.21
H 2.67 1.94 -2.43
H 1.27 2.17 -3.66
O 4.44 -0.81 1.63
H 4.91 -0.81 2.45
H 5.14 -0.61 0.92
C -2.05 -1.84 -3.52
As -1.63 -0.91 -1.87
C -3.16 0.30 -1.80
C -2.29 -2.29 -0.60
C -3.57 -2.82 -0.75
C -4.01 -3.80 0.15
C -3.18 -4.24 1.18
C -1.89 -3.70 1.33
C -1.44 -2.72 0.44
As 0.37 -1.93 0.58
C 0.87 -2.55 2.38
C 1.29 -3.35 -0.44
H -1.53 -1.29 -4.31
H -3.13 -1.83 -3.65
H -1.66 -2.86 -3.42
H -3.92 -0.10 -2.47
H -3.50 0.34 -0.76
H -2.78 1.28 -2.13
H -4.22 -2.48 -1.56
H -5.01 -4.21 0.04
H -3.52 -5.00 1.88
H -1.23 -4.05 2.13
H 1.24 -3.57 2.29
H 1.64 -1.87 2.70
H 0.00 -2.48 3.01
H 1.15 -4.28 0.10
H 0.83 -3.38 -1.43
H 2.33 -3.05 -0.49
*
```

Atomic partial charges in e from the Löwdin method, atoms 1 to 2: number 1, O, carries -0.179; number 2, H, carries 0.032



The following is a DFT calculation (ωB97M-V with the def2-TZVPD basis set) of a single C20H21N3O4S molecule in a non-equilibrium geometry.

## Properties
- SMILES string = COc1ccc(C(=O)CSc2nnc(-c3ccco3)n2C[C@H]2CCCO2)cc1
- E_LUMO (eV) = 0.28
- highest occupied orbital energy (eV) = -7.29

Structure (ORCA input):
```
! RIJCOSX wB97M-V def2-TZVPD def2/J DEFGRID3
* xyz 0 1
C -1.29 -4.53 -1.32
O -0.89 -3.18 -1.97
C -1.64 -2.21 -1.49
C -2.58 -2.37 -0.56
C -3.25 -1.10 0.05
C -2.97 0.08 -0.44
C -3.65 1.52 -0.19
O -4.63 1.23 0.27
C -2.68 2.78 -0.03
S -1.33 2.26 1.20
C -0.09 2.02 0.15
N 0.12 2.50 -1.26
N 1.16 2.00 -1.54
C 1.78 1.36 -0.77
C 3.13 0.81 -0.58
C 3.89 0.81 -1.96
C 4.98 0.23 -1.53
C 5.06 -0.30 -0.15
O 3.65 0.26 0.41
N 0.95 1.50 0.62
C 1.28 0.93 1.81
C 0.58 -0.48 1.88
C 1.00 -1.56 0.94
C 0.81 -2.90 1.83
C 1.06 -2.38 3.26
O 0.68 -0.85 3.17
C -2.00 0.23 -1.79
C -1.45 -0.94 -2.18
H -0.59 -5.25 -1.97
H -2.27 -4.93 -1.49
H -1.05 -4.50 -0.45
H -2.79 -3.22 0.13
H -3.76 -1.08 0.80
H -3.31 3.51 0.16
H -2.29 2.89 -0.89
H 3.52 1.23 -3.00
H 5.89 -0.24 -2.23
H 5.53 -0.76 0.41
H 0.88 1.55 2.70
H 2.35 0.79 1.65
H -0.56 -0.47 1.72
H 0.39 -1.73 -0.03
H 2.00 -1.53 0.70
H 1.41 -3.58 1.39
H -0.30 -3.19 1.61
H 0.72 -2.70 4.00
H 2.25 -2.34 3.12
H -1.80 1.32 -2.17
H -0.66 -1.02 -2.92
*
```

Atomic partial charges in e from the Löwdin method, atoms 1 to 2: number 1, C, carries 0.032; number 2, O, carries -0.058



The following is a DFT calculation (ωB97M-V with the def2-TZVPD basis set) of a gas-phase ion, C5H5F2N2O4 (charge -1) in a non-equilibrium geometry.

## Properties
- E_LUMO (alpha / beta) (eV) = 3.57 / 3.57
- highest occupied orbital energy (alpha / beta) (eV) = -4.18 / -4.18

Structure (ORCA input):
```
! RIJCOSX wB97M-V def2-TZVPD def2/J DEFGRID3
* xyz -1 1
C -1.43 -2.20 -0.66
C -0.21 -0.02 1.38
C 0.59 -0.57 0.18
C -0.34 1.46 -0.41
C -0.22 1.46 1.10
N 0.18 -1.45 -0.63
N 0.52 2.17 -1.30
O -1.26 -3.10 -1.37
O -2.24 -1.52 -0.14
O 1.63 2.61 -0.92
O 0.14 2.23 -2.48
F -1.19 2.16 1.76
F 0.92 2.05 1.58
H -1.31 -0.32 1.42
H 0.20 -0.29 2.33
H 1.77 -0.20 0.12
H -1.36 1.51 -0.81
H 0.67 -1.76 -1.38
*
```

Atomic partial charges in e from the Löwdin method, atoms 1 to 2: number 1, C, carries -0.678; number 2, C, carries -0.076



The following is a DFT calculation (ωB97M-V with the def2-TZVPD basis set) of a gas-phase ion, C8H12N (charge +1) in a non-equilibrium geometry.

## Properties
- E_LUMO (eV) = -5.63
- highest occupied orbital energy (eV) = -14.11

Structure (ORCA input):
```
! RIJCOSX wB97M-V def2-TZVPD def2/J DEFGRID3
* xyz 1 1
C -0.45 2.22 -0.29
C -1.21 1.22 -0.39
C 2.83 1.35 0.15
C 2.64 0.13 -0.30
C -1.87 0.14 -0.07
C -3.30 -0.17 -0.27
C 1.51 -0.75 -0.40
C -0.88 -0.97 0.53
N 0.44 -0.33 0.63
H 3.89 1.76 0.17
H 2.23 1.90 0.83
H 3.45 -0.41 -0.86
H -3.31 -0.53 -1.35
H -3.82 0.74 -0.20
H -3.68 -1.05 0.22
H 1.56 -1.82 -0.29
H 0.82 -0.67 -1.30
H -0.68 -1.89 -0.26
H -1.37 -1.24 1.51
H 0.89 -0.39 1.51
H 0.31 0.77 0.42
*
```

Atomic partial charges in e from the Löwdin method, atoms 1 to 2: number 1, C, carries 0.208; number 2, C, carries -0.168



Summary of relative energy (zero: lowest compared OMol25 entry of this formula, charge and spin) in kcal/mol
8.7, 19.5, 20.9, 484.4, 12.9, 102.8
(order as listed above)
Summary of E in eV
-147297.2034, -39792.4189, -156209.4141, -44557.7096, -21868.7104, -9967.2839
(order as listed above)